Record 1
Molecular formula: C27H26F9O2PRhS
Method: DFT, the ωB97M-V functional and the def2-TZVPD basis

spin multiplicity = 5
net charge = +1
HOMO (spin up / spin down) = -0.3823 / -0.4377 hartree
frontier orbital gap (spin up / spin down) = 0.30671 / 0.28437 Ha

Geometry as XYZ:
```
67
Properties=species:S:1:pos:R:3:lowdin_spin:R:1
Rh 0.75 -0.06 -0.68 2.23
C 1.20 -0.50 3.47 0.01
C -0.25 -0.91 3.60 0.00
C -0.66 -1.63 4.72 0.00
C -1.97 -2.04 4.88 0.00
C -2.92 -1.74 3.91 0.00
C -2.54 -1.04 2.78 0.01
C -1.21 -0.62 2.62 0.03
P -0.77 0.28 1.12 0.15
C -1.87 -0.40 -0.15 0.03
C -2.90 0.36 -0.71 0.02
C -3.71 -0.18 -1.69 0.00
C -3.49 -1.49 -2.11 0.04
C -2.47 -2.24 -1.57 0.00
C -1.63 -1.72 -0.60 0.03
C -0.45 -2.54 -0.10 0.05
C -1.12 2.03 1.39 0.12
C -1.84 2.41 2.52 0.01
C -2.02 3.75 2.85 0.14
C -1.45 4.74 2.05 0.00
C -0.73 4.39 0.93 0.13
C -0.54 3.04 0.55 0.05
C 0.20 2.79 -0.62 0.54
H 1.61 -0.23 4.44 0.00
H 1.34 0.35 2.81 0.01
H 1.80 -1.33 3.08 0.00
H 0.07 -1.86 5.48 0.00
H -2.26 -2.60 5.76 0.00
H -3.95 -2.05 4.03 0.00
H -3.27 -0.81 2.01 0.00
H -3.06 1.38 -0.38 0.00
H -4.51 0.41 -2.12 0.00
H -4.12 -1.91 -2.89 0.00
H -2.29 -3.25 -1.93 0.00
H -0.40 -3.50 -0.60 0.00
H -0.46 -2.69 0.98 0.00
H 0.51 -2.03 -0.32 0.02
H -2.26 1.65 3.16 0.00
H -2.59 4.01 3.73 0.01
H -1.58 5.78 2.32 0.00
H -0.29 5.16 0.31 0.00
H 0.64 3.58 -1.19 0.03
H 0.26 1.80 -1.06 0.05
C 5.24 -0.01 -1.17 0.00
S 4.00 -0.98 -0.37 0.01
C 4.75 -1.11 1.24 0.00
O 2.84 0.00 -0.17 0.09
H 5.25 0.97 -0.69 0.00
H 4.97 0.07 -2.22 0.00
H 6.20 -0.52 -1.07 0.00
H 5.45 -1.95 1.22 0.00
H 3.94 -1.32 1.94 0.00
H 5.25 -0.18 1.49 0.00
F 2.09 -1.58 -2.65 0.01
C 1.19 -1.57 -3.68 0.00
F 1.86 -1.84 -4.79 0.00
F 0.35 -2.57 -3.43 0.00
C 0.45 -0.20 -3.69 0.02
O -0.21 -0.03 -2.52 0.13
C -0.60 -0.16 -4.86 0.01
F -1.52 0.76 -4.61 0.00
F -1.22 -1.33 -5.00 0.00
F -0.02 0.13 -6.03 0.00
C 1.50 0.95 -3.91 0.00
F 2.33 0.77 -4.92 0.00
F 0.86 2.11 -4.07 0.00
F 2.26 1.08 -2.79 0.01
```

=====

Record 2
Molecular formula: C27H26N2O2PPdTe
Method: DFT, the ωB97M-V functional and the def2-TZVPD basis

ΔE to the lowest compared entry with this formula, charge and spin = 85.1 kJ/mol
net charge = -1
HOMO = -0.1122 hartree
frontier orbital gap = 0.20249 Ha

Geometry as XYZ:
```
60
Properties=species:S:1:pos:R:3:nbo_charge:R:1
Pd -2.25 -11.94 16.27 -0.13
N -3.12 -15.26 17.12 -0.92
P -3.48 -13.54 17.13 1.04
C -3.52 -13.22 18.93 -0.35
C -3.28 -11.89 19.31 -0.18
C -3.25 -11.53 20.65 -0.22
C -3.41 -12.47 21.67 -0.22
C -3.71 -13.78 21.25 -0.21
C -3.83 -14.13 19.88 -0.21
C -5.23 -13.85 16.61 -0.36
C -6.39 -13.64 17.38 -0.20
C -7.62 -13.74 16.71 -0.22
C -7.71 -14.10 15.36 -0.22
C -6.58 -14.49 14.67 -0.24
C -5.38 -14.31 15.33 -0.17
C -1.88 -15.80 17.47 0.38
C -1.44 -17.09 17.12 -0.31
C -0.12 -17.44 17.44 -0.17
C 0.67 -16.60 18.16 -0.32
C 0.15 -15.34 18.46 0.09
N -1.06 -14.93 18.12 -0.46
H -3.66 -15.81 16.48 0.39
H -3.00 -11.13 18.62 0.24
H -3.00 -10.50 20.93 0.20
H -3.34 -12.26 22.70 0.20
H -4.01 -14.54 22.02 0.20
H -3.93 -15.14 19.57 0.22
H -6.28 -13.20 18.37 0.23
H -8.54 -13.49 17.21 0.20
H -8.69 -14.09 14.87 0.20
H -6.72 -14.88 13.66 0.21
H -4.43 -14.50 14.82 0.21
H -2.13 -17.75 16.55 0.20
H 0.25 -18.41 17.23 0.20
H 1.67 -16.91 18.54 0.21
H 0.73 -14.61 19.12 0.19
C -0.71 -11.94 13.45 -0.27
O 0.12 -11.26 14.33 -0.64
C -0.14 -11.53 15.76 0.38
O 0.82 -11.38 16.44 -0.68
H 0.02 -12.33 12.74 0.16
H -1.41 -11.32 12.87 0.15
H -1.26 -12.78 13.90 0.18
C -5.42 -9.34 15.41 -0.71
Te -3.51 -10.19 14.93 0.48
C -2.85 -8.11 15.29 -0.64
C -3.90 -7.38 15.95 -0.09
C -3.70 -6.09 16.36 -0.20
C -4.76 -5.39 16.91 -0.22
C -6.06 -5.94 17.04 -0.22
C -6.29 -7.25 16.61 -0.24
C -5.20 -7.95 16.07 0.08
H -5.95 -10.10 15.96 0.23
H -5.91 -9.22 14.45 0.21
H -2.77 -7.85 14.28 0.22
H -1.86 -8.19 15.76 0.25
H -2.74 -5.60 16.25 0.21
H -4.62 -4.34 17.29 0.20
H -6.85 -5.31 17.48 0.20
H -7.27 -7.63 16.64 0.21
```

=====

Record 3
Molecular formula: C27H27B2N4O17
Method: DFT, the ωB97M-V functional and the def2-TZVPD basis

ΔE to the lowest compared entry with this formula, charge and spin = 73.1 kJ/mol
net charge = -1
HOMO = -0.2400 hartree
frontier orbital gap = 0.29936 Ha

Geometry as XYZ:
```
77
Properties=species:S:1:pos:R:3:mulliken_charge:R:1
N -15.56 -20.57 -15.26 0.93
H -16.16 -20.44 -16.07 0.20
H -15.79 -21.50 -14.86 0.71
H -15.83 -19.85 -14.59 -0.05
H -14.51 -20.52 -15.33 0.62
O -20.58 -22.88 -14.70 -0.62
C -20.73 -21.69 -14.78 0.39
O -21.85 -21.06 -15.05 -0.45
B -21.66 -19.61 -14.89 1.19
O -20.24 -19.44 -14.60 -0.62
C -19.64 -20.60 -14.56 0.60
O -18.46 -20.79 -14.36 -0.44
O -22.43 -19.02 -13.77 -0.58
C -23.19 -18.03 -14.19 0.46
O -23.91 -17.33 -13.54 -0.62
C -22.95 -17.89 -15.70 0.66
O -22.12 -18.83 -16.08 -0.42
O -23.53 -17.09 -16.39 -0.59
O -17.09 -20.66 -17.60 -0.84
C -17.52 -19.73 -18.22 0.63
O -18.77 -19.49 -18.47 -0.52
B -18.94 -18.23 -19.21 1.52
O -17.59 -17.63 -19.21 -0.43
C -16.73 -18.48 -18.68 0.45
O -15.55 -18.34 -18.50 -0.61
O -19.84 -17.36 -18.45 -0.51
C -21.00 -17.23 -19.07 0.63
O -21.96 -16.63 -18.70 -0.59
C -20.82 -17.94 -20.44 0.42
O -19.58 -18.38 -20.52 -0.61
O -21.64 -18.04 -21.30 -0.61
C -17.51 -15.88 -16.14 -0.49
C -16.03 -15.89 -16.50 -0.63
C -15.49 -17.11 -15.76 -0.44
O -16.54 -18.04 -15.70 0.25
C -17.82 -17.32 -15.66 -0.35
H -18.07 -15.59 -17.03 0.14
H -17.68 -15.21 -15.30 0.39
H -15.45 -15.01 -16.21 0.48
H -15.94 -16.01 -17.58 0.17
H -15.17 -16.80 -14.75 0.40
H -14.64 -17.53 -16.29 -0.10
H -18.14 -17.37 -14.62 0.44
H -18.42 -17.83 -16.40 -0.21
N -12.83 -20.45 -15.58 -0.50
C -11.83 -21.11 -14.96 -0.25
C -10.49 -20.95 -15.31 -0.79
C -10.21 -20.20 -16.44 -0.10
C -11.22 -19.55 -17.12 -0.96
C -12.51 -19.71 -16.65 -0.20
H -12.12 -21.72 -14.12 0.42
H -9.67 -21.34 -14.73 0.39
H -9.17 -20.04 -16.71 0.36
H -10.97 -19.03 -18.03 0.41
H -13.34 -19.26 -17.18 0.58
N -15.17 -19.19 -12.81 0.22
C -16.12 -19.04 -11.91 -0.23
C -15.99 -18.21 -10.79 -0.81
C -14.74 -17.67 -10.58 -0.20
C -13.74 -17.78 -11.54 -0.83
C -13.98 -18.61 -12.63 -0.14
H -17.08 -19.55 -12.04 0.36
H -16.86 -18.10 -10.16 0.43
H -14.51 -17.19 -9.64 0.36
H -12.76 -17.38 -11.32 0.41
H -13.18 -18.85 -13.32 0.23
N -16.25 -22.94 -13.81 -0.42
C -17.33 -23.69 -14.11 -0.16
C -17.84 -24.68 -13.29 -0.66
C -17.23 -24.87 -12.07 -0.05
C -16.07 -24.16 -11.73 -0.86
C -15.68 -23.17 -12.62 -0.22
H -17.71 -23.58 -15.12 0.37
H -18.73 -25.24 -13.51 0.39
H -17.57 -25.63 -11.37 0.37
H -15.60 -24.34 -10.77 0.38
H -14.75 -22.63 -12.45 0.40
```

=====

no.,largest force on an atom (hartree/bohr)
1,0.0118
2,0.0583
3,0.0357